P) ORCA calculation (ωB97M-V with the def2-TZVPD basis set) on a 3-piece molecular cluster, C2H13N2O2 overall.

```
! RIJCOSX wB97M-V def2-TZVPD def2/J DEFGRID3
* xyz 1 1
C 1.62 0.27 -1.11
N 2.33 1.16 -0.18
C 0.20 -0.11 -0.58
N -0.46 1.14 -0.01
H 2.16 -0.67 -1.02
H 1.48 0.57 -2.15
H 2.96 0.62 0.37
H 2.41 2.13 -0.42
H 0.32 -0.79 0.24
H -0.33 -0.48 -1.45
H -1.31 0.94 0.54
H 0.11 1.50 0.76
H -0.53 1.83 -0.75
H -2.25 -2.42 -1.34
H -1.10 -3.30 -0.54
O -1.34 -2.48 -1.02
H -1.99 1.03 2.91
H -1.89 -0.46 3.04
O -1.67 0.25 2.40
*
```

## Properties
E_HOMO: -13.13 eV

The Löwdin scheme yields these atomic charges, measured in e: C -0.228; N 0.014; C -0.150; N 0.166; H 0.121; H 0.120; H 0.073; H 0.081; H 0.116; H 0.106; H 0.128; H 0.142; H 0.166; H 0.060; H 0.065; O -0.070; H 0.077; H 0.073; O -0.060



Q) ORCA calculation (ωB97M-V with the def2-TZVPD basis set) on a 3-piece molecular cluster, C2H13N2O2 overall.

```
! RIJCOSX wB97M-V def2-TZVPD def2/J DEFGRID3
* xyz 1 1
N -0.16 -1.31 0.86
C 0.74 -0.06 0.84
C 1.30 -0.04 -0.59
N 1.97 -1.29 -0.97
H 0.13 -2.02 1.52
H -1.13 -1.10 1.11
H -0.26 -1.72 -0.07
H 0.15 0.81 1.09
H 1.58 -0.41 1.44
H 0.46 0.03 -1.29
H 1.84 0.90 -0.73
H 1.81 -1.50 -1.95
H 2.95 -1.13 -0.80
H -3.59 0.09 0.04
H -3.53 -0.69 -1.15
O -2.94 -0.46 -0.43
H 0.21 3.32 -0.02
H -0.90 3.61 0.88
O -0.63 2.97 0.21
*
```

## Properties
E_HOMO: -13.99 eV

The Löwdin scheme yields these atomic charges, measured in e: N 0.184; C -0.086; C -0.275; N 0.016; H 0.159; H 0.138; H 0.141; H 0.104; H 0.126; H 0.123; H 0.121; H 0.086; H 0.080; H 0.057; H 0.049; O -0.058; H 0.030; H 0.048; O -0.042



Relative energies in eV: P) 0.187; Q) 0.000



P) ORCA calculation (ωB97M-V with the def2-TZVPD basis set) on an isolated ion of composition C3H5N2O and charge +1.

```
! RIJCOSX wB97M-V def2-TZVPD def2/J DEFGRID3
* xyz 1 1
O -2.28 0.43 -0.01
N -0.96 -0.10 -0.19
N -0.55 -1.30 -0.20
C 0.79 -1.39 -0.08
C 1.33 -0.13 0.00
C 0.14 0.80 0.08
H -2.22 1.38 -0.17
H 1.10 -2.41 0.16
H 2.42 0.08 -0.18
H 0.11 0.95 1.19
H 0.12 1.69 -0.60
*
```

## Properties
E_HOMO: -15.82 eV

The Löwdin scheme yields these atomic charges, measured in e: O 0.149; N -0.107; N 0.195; C -0.054; C 0.072; C -0.064; H 0.128; H 0.146; H 0.161; H 0.197; H 0.178



Q) ORCA calculation (ωB97M-V with the def2-TZVPD basis set) on an isolated ion of composition C3H5N2O and charge +1.

```
! RIJCOSX wB97M-V def2-TZVPD def2/J DEFGRID3
* xyz 1 1
C -2.72 -0.17 0.78
C -2.01 -0.13 -0.16
O -1.04 0.29 -1.33
N 0.24 0.02 -1.07
C 0.79 0.20 0.10
N 2.07 0.01 0.35
H -3.33 -0.53 1.62
H 0.75 0.01 -1.92
H 0.02 0.16 0.93
H 2.56 0.28 1.14
H 2.67 -0.14 -0.45
*
```

## Properties
E_HOMO: -14.85 eV

The Löwdin scheme yields these atomic charges, measured in e: C 0.138; C -0.016; O 0.003; N 0.028; C -0.083; N 0.212; H 0.082; H 0.187; H 0.183; H 0.118; H 0.148



R) ORCA calculation (ωB97M-V with the def2-TZVPD basis set) on a 2-piece molecular cluster, C3H5N2O overall.

```
! RIJCOSX wB97M-V def2-TZVPD def2/J DEFGRID3
* xyz 1 1
C -0.55 0.35 -0.33
C 2.61 1.30 -0.09
C -0.73 0.43 1.06
N -0.70 0.10 -1.46
N 1.55 1.69 -0.51
O 3.46 0.79 0.49
H -0.62 -0.57 1.34
H -1.62 0.82 1.27
H -0.07 1.11 1.54
H -0.48 -0.04 -2.41
H 1.34 2.42 -1.11
*
```

## Properties
E_HOMO: -15.37 eV

The Löwdin scheme yields these atomic charges, measured in e: C -0.025; C -0.355; C 0.054; N 0.383; N 0.172; O 0.237; H 0.124; H 0.077; H 0.112; H 0.139; H 0.081



Relative energies in eV: P) 2.801; Q) 3.916; R) 0.000



P) ORCA calculation (ωB97M-V with the def2-TZVPD basis set) on a 2-piece molecular cluster, C5H13NSi overall.

```
! RIJCOSX wB97M-V def2-TZVPD def2/J DEFGRID3
* xyz 0 1
C 1.87 -0.22 1.08
C 3.03 0.68 1.42
C -0.35 0.40 1.94
C -3.17 1.10 -3.17
C -0.45 -1.88 -1.09
N 0.58 0.33 0.88
Si 0.77 -0.43 -0.63
H 1.82 -1.26 1.70
H 3.98 0.24 1.02
H 2.92 0.93 2.46
H 2.93 1.58 0.81
H 0.01 1.11 2.80
H -1.33 0.98 1.72
H -0.67 -0.68 2.09
H -4.00 0.48 -3.04
H -3.06 1.85 -2.41
H -2.85 1.52 -4.10
H -0.61 -2.47 -0.17
H -1.53 -1.72 -1.60
H 0.12 -2.54 -1.72
*
```

## Properties
E_HOMO (alpha / beta): -8.47 / -7.06 eV

The Löwdin scheme yields these atomic charges, measured in e: C -0.453; C -0.125; C -0.166; C 0.089; C -0.282; N -0.413; Si 0.766; H 0.127; H 0.082; H 0.062; H 0.066; H 0.105; H 0.091; H 0.094; H -0.039; H -0.028; H -0.020; H 0.002; H 0.068; H -0.026



Q) ORCA calculation (ωB97M-V with the def2-TZVPD basis set) on one molecule with the formula C5H13NSi.

```
! RIJCOSX wB97M-V def2-TZVPD def2/J DEFGRID3
* xyz 0 1
C 2.40 -0.07 0.75
C 1.49 -0.99 -0.11
C 0.21 -0.78 -0.42
C -0.45 -1.65 -1.41
Si -0.92 0.76 -0.20
C -2.35 0.42 1.04
N -0.08 2.12 0.43
H 2.82 -0.86 1.52
H 3.20 0.32 0.02
H 1.84 0.69 1.28
H 2.05 -1.71 -0.70
H 0.12 -1.56 -2.36
H -0.20 -2.65 -1.14
H -1.45 -1.47 -1.66
H -1.25 0.84 -1.76
H -2.82 -0.55 0.82
H -1.76 0.58 1.92
H -3.10 1.20 0.97
H -0.33 2.78 1.16
H 0.61 2.57 -0.16
*
```

## Properties
E_HOMO: -8.65 eV

The Löwdin scheme yields these atomic charges, measured in e: C -0.118; C -0.192; C -0.396; C -0.182; Si 0.536; C -0.184; N -0.099; H 0.098; H 0.090; H 0.024; H 0.097; H 0.095; H 0.069; H 0.029; H 0.018; H 0.027; H 0.007; H 0.015; H 0.035; H 0.031



Relative energies in eV: P) 5.469; Q) 0.000